Formula: C8H14O2S
Source: OMol25
Level of theory: ωB97M-V with the def2-TZVPD basis set

- Frontier orbital gap: 9.5 eV
- F_max: 4.12 eV Å⁻¹
- Energy relative to the best compared isomer or geometry (same formula, charge and spin): 111.6 kJ/mol
- Highest occupied orbital energy: -0.3216 hartree

```
25
Properties=species:S:1:pos:R:3:forces:R:3
C 1.842 -0.060 1.787 -2.3 -0.2 2.4
C 0.894 -1.287 1.932 2.3 -0.2 -3.1
C -1.334 0.827 0.184 1.8 -1.3 1.8
C 0.708 -0.486 -0.279 -0.4 1.9 0.9
C 1.361 0.643 0.589 -1.1 1.8 -1.0
C -0.595 -0.034 -0.864 -1.8 -0.7 1.2
C -1.531 -1.247 -1.147 1.4 1.3 -1.8
C -0.504 0.755 -2.062 0.2 1.3 -3.9
O 0.203 3.034 0.154 0.2 0.6 -0.1
O 0.375 -1.512 0.590 0.7 -1.0 1.3
S 0.002 1.869 1.045 -0.9 -1.1 -0.9
H 1.663 0.436 2.758 0.4 0.6 -0.5
H 2.870 -0.164 1.687 1.9 -1.2 0.1
H 1.463 -2.171 2.188 -0.2 -0.3 0.5
H 0.037 -1.107 2.500 -1.0 0.3 1.5
H -2.121 1.435 -0.190 -0.4 0.8 -0.4
H -1.774 0.136 0.926 0.3 0.5 0.1
H 1.397 -0.762 -1.029 0.9 -0.8 -1.1
H 2.121 1.355 0.120 -1.1 -1.2 0.3
H -2.305 -0.884 -1.803 -0.2 -0.2 -0.6
H -2.011 -1.493 -0.290 -1.3 -1.2 2.7
H -1.029 -2.121 -1.535 0.1 -0.1 -0.3
H -0.102 0.102 -2.932 0.0 1.4 1.2
H -0.089 1.795 -1.947 0.3 -1.3 -0.3
H -1.542 0.941 -2.382 0.2 0.1 -0.1
```
Forces are in eV/Å.

natural (NBO) atomic charge list, values in e, 5 entries: C -0.465; C -0.059; C -0.571; C 0.104; C -0.417